1.
The following is a quantum chemistry calculation of a structure of composition C5H6N2, from the Open Molecules 2025 dataset.

Geometry as XYZ:
```
13
Properties=species:S:1:pos:R:3:nbo_charge:R:1
C -1.12852 -0.31792 0.12945 -0.2707
C -1.43069 1.16880 -0.01709 -0.4340
C -0.00122 0.83979 -0.22576 0.3871
N 1.16850 1.07462 0.39905 -0.4402
C 1.80640 -0.07330 0.26068 0.0823
C 0.97517 -1.06691 -0.35120 -0.3065
N -0.07714 -0.33592 -1.01255 -0.3926
H -1.85744 -1.12315 0.11596 0.2435
H 0.11716 -1.13514 0.69758 0.2442
H -2.00513 1.50821 -0.88362 0.2091
H -1.65807 1.70956 0.89974 0.2298
H 2.76498 -0.23866 0.74431 0.2109
H 1.32601 -2.00999 -0.75654 0.2372
```

Kohn-Sham gap   9.30 eV
HOMO level   -8.4 eV
2S+1   1
Charge   0

2.
The following is a quantum chemistry calculation of a structure of composition CHCdF3NO4S2 at a distorted geometry, from the Open Molecules 2025 dataset.

Geometry as XYZ:
```
13
Properties=species:S:1:pos:R:3:nbo_charge:R:1
N 0.67636 -0.60534 0.67406 -1.1733
S 2.05532 -0.20106 0.00881 2.1218
O 2.91960 -1.34088 -0.17067 -0.7798
O 1.83234 0.65418 -1.20765 -1.1581
S -0.66418 0.25026 0.72799 2.1826
O -0.61117 1.51490 -0.07343 -1.1487
O -1.18714 0.38740 2.06860 -0.8079
C -1.86803 -0.81273 -0.22763 0.7772
F -1.46166 -0.91946 -1.47370 -0.2973
F -1.92811 -1.99784 0.33782 -0.2683
F -3.04593 -0.22656 -0.18664 -0.2804
H 2.56014 1.00686 0.78062 0.0066
Cd 0.72246 2.29026 -1.25820 1.8258
```

Kohn-Sham gap   7.39 eV
HOMO level   -15.4 eV
2S+1   1
Charge   +1

3.
The following is a quantum chemistry calculation of a cluster of 2 separate species, C2H5NO3S in total at a distorted geometry, from the Open Molecules 2025 dataset.

Geometry as XYZ:
```
12
Properties=species:S:1:pos:R:3:mulliken_spin:R:1
C 0.17657 0.20694 -3.25513 -0.0040
C 0.40219 0.04623 2.44539 0.1086
N -0.01162 -0.70215 -2.51601 0.0043
O 0.19304 1.08810 -4.01691 0.0010
O -0.97522 0.97312 0.28771 0.2608
O 0.22288 -1.04708 0.01289 0.4457
S -0.64978 -0.52594 1.01157 1.1608
H 1.39546 0.13112 2.11232 -0.0023
H 0.41047 -0.70653 3.27789 0.0223
H 0.03168 0.99067 2.86086 0.0265
H 0.57381 -1.36390 -2.02572 0.0018
H -1.76950 0.90943 -0.19483 -0.0254
```

Kohn-Sham gap (spin up / spin down)   5.91 / 7.49 eV
HOMO level (spin up / spin down)   -5.2 / -10.5 eV
2S+1   3
Charge   0